{
  "formula": "CHN5O",
  "method": "ωB97M-V/def2-TZVPD",
  "species": ["C", "N", "N", "N", "N", "N", "O", "H"],
  "xyz": [[0.0000, 0.1671, -0.2248], [-0.4625, 1.2646, -0.2319], [-1.3692, 2.1008, -0.1007], [-2.6988, 1.6330, 0.2040], [-2.7489, -0.6363, -0.3226], [-2.7506, 0.4025, 0.3093], [-2.6840, -1.8007, -0.0603], [0.9539, -0.1692, -0.0820]],
  "lumo_ev": [-0.96, -2.45],
  "spin_multiplicity": 3,
  "total_charge": 0,
  "gap_ev": [6.49, 7.80],
  "mol_weight_g_mol": 99.05
}


{
  "formula": "C5H7NOS",
  "method": "ωB97M-V/def2-TZVPD",
  "species": ["C", "C", "C", "C", "C", "N", "O", "S", "H", "H", "H", "H", "H", "H", "H"],
  "xyz": [[-0.4380, 0.5110, 0.8472], [-0.4534, 0.7020, -1.7166], [0.0662, -0.9210, 1.1259], [0.8799, -1.3762, -0.0756], [0.2986, 1.0311, -0.3905], [-1.3269, 1.0568, 1.5479], [-1.2033, -0.1839, -1.9803], [1.8706, 0.0490, -0.6230], [-0.1092, 1.3714, -2.5496], [0.4456, -0.8992, 2.1102], [-0.9407, -1.5195, 1.3615], [1.4984, -2.0997, 0.2854], [0.1933, -1.8065, -0.7386], [0.7055, 2.0793, -0.4235], [-1.4868, 2.0055, 1.2195]],
  "lumo_ev": 0.48,
  "spin_multiplicity": 1,
  "total_charge": 0,
  "gap_ev": 9.75,
  "mol_weight_g_mol": 129.18
}


{
  "formula": "C5H10O",
  "method": "ωB97M-V/def2-TZVPD",
  "species": ["C", "C", "C", "C", "C", "O", "H", "H", "H", "H", "H", "H", "H", "H", "H", "H"],
  "xyz": [[-1.7375, 0.7818, 0.3850], [-0.7590, -0.2633, -0.0977], [-0.0863, -0.1091, -1.3654], [1.0926, -0.1633, -0.4342], [0.9611, 0.4918, 1.0767], [1.6348, -1.4518, -0.5099], [-2.7082, 0.5978, -0.1073], [-1.9149, 0.7664, 1.4675], [-1.4247, 1.7921, 0.1025], [-0.8974, -1.2662, 0.2832], [-0.1384, -0.9798, -2.0138], [-0.2247, 0.8308, -1.8825], [1.9629, 0.2754, 1.4132], [0.3174, 0.2099, 1.9673], [0.8428, 1.5770, 0.9956], [2.3827, -1.5288, 0.0930]],
  "lumo_ev": 0.97,
  "spin_multiplicity": 1,
  "total_charge": 0,
  "gap_ev": 7.97,
  "mol_weight_g_mol": 86.13
}


{
  "formula": "C3H4N2O3S",
  "method": "ωB97M-V/def2-TZVPD",
  "species": ["C", "C", "C", "N", "N", "O", "O", "O", "S", "H", "H", "H", "H"],
  "xyz": [[-2.8385, -1.2924, 0.1649], [-1.2249, -0.0597, -0.1531], [2.5151, -0.0220, -0.1585], [-1.4659, -1.3213, 0.0526], [-3.3262, -0.0751, 0.0024], [1.3405, 2.0092, -1.1365], [1.0621, 1.9927, 1.3040], [-2.2838, 0.6713, -0.1418], [1.1486, 1.2793, 0.0668], [-3.2775, -2.1914, 0.3770], [3.4178, 0.1723, -0.7417], [2.9851, -0.2481, 0.8288], [1.9475, -0.9148, -0.4651]],
  "lumo_ev": [-2.36, -2.31],
  "spin_multiplicity": 1,
  "total_charge": 0,
  "gap_ev": [8.47, 7.89],
  "mol_weight_g_mol": 148.14
}


{
  "formula": "C6H7ClN2O",
  "method": "ωB97M-V/def2-TZVPD",
  "species": ["C", "C", "C", "C", "C", "C", "N", "N", "O", "Cl", "H", "H", "H", "H", "H", "H", "H"],
  "xyz": [[-1.7579, -1.0194, -0.8425], [-0.6930, -0.0955, -0.8428], [-1.5571, -1.9291, 0.1664], [0.1025, -0.4532, 0.2506], [2.9165, -0.8908, 0.4529], [1.4118, 1.5354, 0.3249], [-0.3751, -1.5716, 0.8085], [1.1365, 0.1933, 0.8155], [2.9464, -2.0657, 0.7147], [4.1880, 0.0956, -0.0820], [-2.6144, -1.1267, -1.6138], [-0.5804, 0.7981, -1.3122], [-2.2553, -2.8411, 0.3692], [2.3739, 1.8964, 0.8643], [1.8494, 1.5652, -0.7928], [0.6993, 2.2087, 0.7780], [-0.0032, -2.1594, 1.5105]],
  "lumo_ev": [-0.48, -0.48],
  "spin_multiplicity": 1,
  "total_charge": 0,
  "gap_ev": [6.95, 6.96],
  "mol_weight_g_mol": 158.59
}


{
  "formula": "CuH14O7",
  "method": "ωB97M-V/def2-TZVPD",
  "species": ["Cu", "O", "H", "H", "O", "H", "H", "O", "H", "H", "O", "H", "H", "O", "H", "H", "O", "H", "H", "O", "H", "H"],
  "xyz": [[-0.5799, -0.2339, -0.2604], [0.0380, -0.2291, 1.5027], [-0.1150, -0.9793, 2.1348], [-0.3001, 0.5594, 1.9726], [-1.6135, 1.7282, 0.3151], [-1.4046, 2.4430, -0.2406], [-2.4473, 1.9559, 0.7169], [2.5357, -0.7007, 1.1910], [1.6384, -0.5962, 1.4538], [2.7422, -1.6200, 1.2881], [1.9047, 1.4105, -0.5966], [1.7419, 2.0704, 0.0543], [2.2837, 0.6772, -0.1186], [-0.2877, 0.3775, -1.9838], [0.6175, 0.6455, -1.7782], [-0.6563, 1.0947, -2.5192], [-2.4060, -1.0058, -0.0107], [-2.8888, -1.1657, 0.7838], [-3.0011, -0.5153, -0.6046], [0.5519, -2.0205, -0.7449], [1.5332, -1.9033, -0.9496], [0.1133, -1.9926, -1.6057]],
  "lumo_ev": -3.52,
  "spin_multiplicity": 1,
  "total_charge": 1,
  "gap_ev": 7.70,
  "mol_weight_g_mol": 189.65
}


{
  "formula": "C4H14NO2",
  "method": "ωB97M-V/def2-TZVPD",
  "species": ["O", "C", "C", "N", "C", "C", "H", "H", "H", "H", "H", "H", "H", "H", "H", "H", "H", "H", "H", "H", "O"],
  "xyz": [[-3.1008, -0.6801, -0.6977], [-2.4358, -0.1810, 0.3789], [-1.3216, 0.8259, -0.1969], [-0.1984, 0.1734, -0.4230], [4.3502, -0.2493, -0.2692], [-1.1153, 1.9650, 0.8741], [-2.5850, -1.4216, -1.0678], [-3.1363, 0.3735, 1.0134], [-1.9427, -0.9487, 0.9564], [-1.6933, 1.2851, -1.1245], [0.3880, 0.5966, -1.1604], [4.6912, -1.0772, -0.8664], [4.5862, -0.4414, 0.7703], [4.6788, 0.7265, -0.6017], [3.2621, -0.2382, -0.3392], [-2.0904, 2.3753, 1.1253], [-0.4863, 2.7431, 0.4702], [-0.6287, 1.6482, 1.7975], [-0.4104, -3.1500, 0.2360], [-0.2038, -1.7331, -0.3433], [-0.6076, -2.5922, -0.5319]],
  "lumo_ev": -8.88,
  "spin_multiplicity": 1,
  "total_charge": 1,
  "gap_ev": 6.71,
  "mol_weight_g_mol": 108.16
}


{
  "formula": "C37H40CdFN4O3",
  "method": "ωB97M-V/def2-TZVPD",
  "species": ["Cd", "C", "C", "C", "C", "C", "C", "C", "C", "C", "H", "H", "H", "H", "H", "H", "H", "H", "H", "H", "H", "H", "N", "C", "C", "C", "C", "C", "C", "C", "C", "C", "C", "C", "C", "H", "H", "H", "H", "H", "H", "H", "H", "H", "H", "C", "C", "N", "C", "C", "C", "O", "O", "C", "O", "C", "C", "C", "F", "C", "C", "C", "N", "C", "C", "N", "C", "C", "H", "H", "H", "H", "H", "H", "H", "H", "H", "H", "H", "H", "H", "H", "H", "H", "H", "H"],
  "xyz": [[-0.8751, 0.3381, -0.2167], [-0.5853, -0.4882, -4.2709], [0.4557, -0.6860, -3.2063], [0.5431, -1.8900, -2.5129], [1.5570, -2.1122, -1.5903], [1.7208, -3.4699, -0.9721], [2.4571, -1.0892, -1.3166], [2.3891, 0.1237, -1.9868], [3.4016, 1.2054, -1.7497], [1.4063, 0.2963, -2.9544], [-0.2771, -0.9861, -5.1921], [-0.7254, 0.5693, -4.4915], [-1.5380, -0.9202, -3.9669], [-0.1571, -2.6831, -2.7331], [2.2351, -4.1279, -1.6749], [0.7514, -3.9059, -0.7447], [2.3054, -3.4208, -0.0568], [3.2560, -1.2531, -0.6070], [4.1016, 1.2468, -2.5836], [3.9694, 1.0202, -0.8421], [2.9198, 2.1778, -1.6712], [1.4139, 1.1997, -3.5474], [0.3043, 1.2233, 2.2384], [-0.9468, 1.7600, 2.5750], [-1.6395, 1.2869, 3.6857], [-2.8727, 1.8112, 4.0206], [-3.4257, 2.8344, 3.2724], [-2.7426, 3.3063, 2.1665], [-1.5133, 2.7738, 1.7949], [-0.8934, 3.2900, 0.5538], [-0.6851, 4.6644, 0.4403], [-0.2746, 5.2142, -0.7584], [-0.1247, 4.3967, -1.8637], [-0.3170, 3.0257, -1.7483], [-0.6671, 2.4416, -0.5363], [0.7409, 0.7445, 3.0133], [0.9279, 1.8861, 1.7952], [-1.2093, 0.4844, 4.2732], [-3.4029, 1.4254, 4.8781], [-4.3821, 3.2618, 3.5379], [-3.1683, 4.0891, 1.5570], [-0.8656, 5.2986, 1.2990], [-0.0982, 6.2767, -0.8369], [0.1278, 4.8283, -2.8214], [-0.2048, 2.4105, -2.6298], [-2.6843, -4.9043, 5.3592], [-2.2943, -5.3891, 3.9638], [-1.5177, -4.3922, 3.2495], [-2.1976, -3.4980, 2.4631], [-1.6061, -2.5188, 1.7522], [-2.2543, -1.4642, 0.8496], [-2.7812, -0.4973, 1.3963], [-2.0171, -1.6160, -0.3682], [-0.1800, -2.3013, 1.8249], [0.4251, -1.4100, 1.2266], [0.5170, -3.2328, 2.7166], [1.8881, -3.0690, 2.8892], [2.5931, -3.9051, 3.7116], [3.9206, -3.6752, 3.8824], [1.9606, -4.9533, 4.3919], [0.5929, -5.1072, 4.2280], [-0.1650, -4.2623, 3.4018], [2.6407, -5.8630, 5.2334], [2.2111, -5.9335, 6.6131], [2.5829, -7.3038, 7.1746], [4.0562, -7.4695, 7.0738], [4.4987, -7.3473, 5.6590], [4.0791, -5.9789, 5.1298], [-3.3131, -5.6467, 5.8436], [-3.2427, -3.9734, 5.2863], [-1.8051, -4.7292, 5.9768], [-3.2000, -5.5899, 3.3877], [-1.7291, -6.3218, 4.0142], [-3.2697, -3.6298, 2.4331], [2.3650, -2.2482, 2.3756], [0.1145, -5.9109, 4.7617], [1.1323, -5.7960, 6.6758], [2.6799, -5.1441, 7.2286], [2.1119, -8.0921, 6.5846], [2.2721, -7.3924, 8.2157], [4.3440, -8.3740, 7.4607], [4.5053, -6.7192, 7.6173], [4.0224, -8.1384, 5.0777], [5.5820, -7.4563, 5.6027], [4.3786, -5.9092, 4.0845], [4.6125, -5.1915, 5.6890]],
  "lumo_ev": -3.38,
  "spin_multiplicity": 1,
  "total_charge": 1,
  "gap_ev": 5.65,
  "mol_weight_g_mol": 720.16
}


{
  "formula": "H4NO2PS2",
  "method": "ωB97M-V/def2-TZVPD",
  "species": ["N", "O", "O", "P", "S", "S", "H", "H", "H", "H"],
  "xyz": [[-2.7296, 0.4149, 1.0463], [0.7504, 1.1117, 0.8930], [2.6241, 0.5757, -0.5676], [0.9967, 0.8227, -0.6647], [0.4536, -1.2971, -0.7906], [-2.8730, -0.1812, -0.3738], [-2.7679, -0.2410, 1.7500], [-0.1830, -1.5379, -1.8453], [1.1050, 0.6216, 1.6500], [2.6237, -0.2894, -1.0972]],
  "lumo_ev": [-1.15, -1.15],
  "spin_multiplicity": 1,
  "total_charge": 0,
  "gap_ev": [7.39, 7.40],
  "mol_weight_g_mol": 145.15
}


{
  "formula": "C2H5NO2S",
  "method": "ωB97M-V/def2-TZVPD",
  "species": ["C", "C", "N", "O", "O", "S", "H", "H", "H", "H", "H"],
  "xyz": [[-0.2449, -0.1988, -0.0522], [-1.5603, 0.5232, -0.1757], [0.8491, 0.3748, 0.1763], [3.2648, 0.8650, -0.3187], [-0.3766, -1.5321, -0.1865], [2.4765, -0.2481, 0.1762], [-1.2167, -1.8085, -0.5676], [-2.3735, -0.2009, -0.0795], [-1.6329, 0.9916, -1.1552], [-1.6707, 1.2838, 0.5863], [2.4851, -0.0502, 1.5966]],
  "lumo_ev": 0.40,
  "spin_multiplicity": 1,
  "total_charge": 0,
  "gap_ev": 9.50,
  "mol_weight_g_mol": 107.13
}


Which formula does entry 7 have? C4H14NO2